[1]
29
Properties=species:S:1:pos:R:3:lowdin_charge:R:1 method="wB97M-V/def2-TZVPD" total_energy_ev=-15091.7251 gap_ev="7.9 / 7.9" relative_energy_kj_mol=187.1 total_charge=+1
C 3.77 -0.61 -0.13 -0.0867
C 2.90 0.42 -0.84 -0.1757
C 1.60 0.62 -0.13 -0.2666
N 0.59 1.33 -0.89 0.1987
C -0.59 0.84 -1.21 -0.2029
C -1.26 1.42 -2.41 0.0154
C -1.26 -0.25 -0.59 0.0277
C -1.35 -0.68 0.70 -0.1523
C -2.25 -1.82 1.03 -0.0130
C -0.77 0.06 1.84 -0.2748
C -1.63 0.37 3.01 -0.0125
N 0.42 0.52 1.83 0.1096
N 1.37 0.20 1.03 0.1145
H 3.29 -1.59 -0.13 0.0819
H 3.95 -0.31 0.89 0.0792
H 4.72 -0.70 -0.64 0.0819
H 2.71 0.11 -1.87 0.1214
H 3.43 1.38 -0.88 0.1290
H 0.96 2.06 -1.50 0.1710
H -0.95 2.45 -2.59 0.1020
H -2.34 1.37 -2.31 0.1060
H -0.99 0.83 -3.29 0.1205
H -1.92 -0.76 -1.29 0.1317
H -3.08 -1.49 1.66 0.1028
H -1.69 -2.56 1.62 0.1149
H -2.65 -2.29 0.14 0.0939
H -1.77 -0.52 3.63 0.0963
H -2.61 0.72 2.70 0.0928
H -1.15 1.13 3.62 0.0934


[2]
39
Properties=species:S:1:pos:R:3:lowdin_charge:R:1 method="wB97M-V/def2-TZVPD" total_energy_ev=-35616.7020 gap_ev=9.5 relative_energy_kj_mol=31.7 smiles=CCO[Si](C[C@@H](C)CS)(OCC)OCC
C 0.42 2.36 -3.06 -0.0859
C -0.57 1.25 -2.87 -0.3016
O -1.16 1.13 -1.55 -0.1487
Si -0.42 0.29 -0.33 0.3790
C -1.34 0.83 1.20 -0.1618
C -0.73 0.23 2.48 -0.4946
C 0.76 0.68 2.69 -0.0566
C -1.48 0.59 3.73 -0.5588
S -1.35 -0.74 4.95 0.6947
O -0.69 -1.35 -0.31 -0.1641
C -1.24 -2.14 -1.34 -0.2817
C -1.33 -3.60 -0.84 -0.0608
O 1.24 0.57 -0.17 -0.1688
C 2.01 -0.02 -1.07 -0.3805
C 3.47 0.52 -0.82 -0.0538
H 1.01 2.38 -4.00 0.0978
H 1.06 2.45 -2.14 0.0890
H -0.09 3.31 -3.07 0.0637
H -0.10 0.25 -3.09 0.1022
H -1.40 1.41 -3.56 0.1185
H -2.39 0.59 1.22 0.0859
H -1.30 1.94 1.11 0.1016
H -0.87 -0.83 2.27 0.0999
H 1.13 0.05 3.51 0.0720
H 1.40 0.54 1.83 0.0420
H 0.85 1.74 2.86 0.0840
H -1.27 1.51 4.17 0.0630
H -2.50 0.65 3.43 0.0541
H -1.63 -1.80 4.09 -0.1056
H -2.20 -1.66 -1.62 0.1312
H -0.61 -2.06 -2.19 0.0891
H -2.00 -4.20 -1.41 0.0564
H -0.37 -4.20 -0.79 0.0972
H -1.72 -3.55 0.16 0.0598
H 1.71 0.07 -2.18 0.1184
H 2.06 -1.08 -0.93 0.1032
H 3.69 1.62 -0.88 0.0810
H 3.77 0.04 0.12 0.0752
H 4.16 0.24 -1.63 0.0644


[3]
83
Properties=species:S:1:pos:R:3:lowdin_charge:R:1 method="wB97M-V/def2-TZVPD" total_energy_ev=-129542.1632 multiplicity=2 s_squared=0.93 gap_ev="5.1 / 6.5" relative_energy_kj_mol=0.0
Ir 0.16 0.76 -0.37 1.0728
C -0.65 1.27 -3.67 -0.0694
C -1.29 2.23 -2.74 -0.3067
C -2.08 3.26 -3.25 -0.0292
C -2.68 4.17 -2.41 -0.0495
C -2.48 4.04 -1.05 -0.0355
C -1.70 2.99 -0.58 -0.2372
N -1.09 2.09 -1.41 -0.0012
C -1.47 2.79 0.85 -0.2346
C -2.13 3.41 1.89 -0.0171
C -1.82 3.05 3.20 -0.0681
C -0.86 2.07 3.44 -0.0275
C -0.23 1.47 2.37 -0.2364
N -0.52 1.85 1.10 -0.0773
C 0.80 0.44 2.42 -0.1997
C 1.29 -0.07 3.62 -0.0134
C 2.36 -0.94 3.59 -0.0559
C 2.95 -1.22 2.37 -0.0269
C 2.42 -0.71 1.20 -0.2958
C 3.12 -0.96 -0.10 -0.0320
N 1.30 0.05 1.21 -0.0177
H -0.85 1.54 -4.71 0.0848
H -1.01 0.25 -3.49 0.0507
H 0.43 1.24 -3.50 0.0731
H -2.21 3.32 -4.32 0.1147
H -3.28 4.98 -2.80 0.1122
H -2.91 4.73 -0.35 0.1093
H -2.90 4.14 1.70 0.1102
H -2.33 3.53 4.03 0.1064
H -0.63 1.78 4.45 0.1089
H 0.84 0.24 4.55 0.1076
H 2.75 -1.36 4.51 0.1136
H 3.83 -1.84 2.32 0.1178
H 4.16 -1.24 0.10 0.0864
H 3.10 -0.07 -0.72 0.0734
H 2.64 -1.75 -0.66 0.0496
Cl -1.61 -4.23 -1.00 0.8124
C -2.34 -2.68 -0.84 -0.5843
C -2.48 -2.12 0.43 -0.2033
C -3.11 -0.89 0.54 -0.5904
Cl -3.26 -0.15 2.09 0.8146
C -3.63 -0.24 -0.57 -0.6850
Cl -4.50 1.24 -0.40 0.7444
C -3.45 -0.80 -1.83 -0.6879
Cl -4.07 0.01 -3.22 0.7277
C -2.80 -2.02 -1.97 -0.6836
Cl -2.59 -2.70 -3.53 0.7697
F 0.24 -2.68 0.99 0.1041
C -0.67 -3.08 1.88 -0.1712
C -2.02 -2.84 1.64 -0.0997
C -2.92 -3.31 2.59 -0.1768
F -4.23 -3.15 2.41 0.1182
C -2.50 -3.96 3.74 -0.1298
F -3.38 -4.39 4.63 0.1314
C -1.15 -4.17 3.95 -0.1274
F -0.73 -4.79 5.04 0.1383
C -0.23 -3.73 3.01 -0.1289
F 1.07 -3.94 3.20 0.1255
C 0.56 -0.64 -1.68 -0.2333
C 0.76 -1.57 -2.49 -0.1502
C 1.06 -2.61 -3.33 -0.1551
C 1.83 -3.77 -2.87 -0.1786
C 2.61 -4.54 -3.74 -0.0345
C 3.36 -5.60 -3.28 -0.0851
C 3.37 -5.93 -1.93 -0.0963
C 2.61 -5.17 -1.05 -0.0787
C 1.86 -4.11 -1.51 -0.0676
C 0.59 -2.56 -4.73 -0.2215
C 0.58 -1.34 -5.43 -0.0362
C 0.08 -1.26 -6.71 -0.0806
C -0.44 -2.39 -7.34 -0.0955
C -0.43 -3.61 -6.66 -0.0871
C 0.08 -3.69 -5.38 -0.0760
H 2.63 -4.29 -4.80 0.1129
H 3.96 -6.18 -3.98 0.1005
H 3.96 -6.76 -1.57 0.0972
H 2.60 -5.42 0.01 0.1014
H 1.26 -3.53 -0.82 0.0659
H 0.99 -0.47 -4.94 0.1012
H 0.09 -0.31 -7.24 0.1007
H -0.83 -2.33 -8.34 0.0977
H -0.83 -4.49 -7.14 0.1018
H 0.06 -4.63 -4.85 0.1184


[4]
38
Properties=species:S:1:pos:R:3:lowdin_charge:R:1 method="wB97M-V/def2-TZVPD" total_energy_ev=-43660.5012 gap_ev=7.6
Cl 2.12 -0.86 -1.28 0.7233
C 0.76 -0.77 -0.24 -0.5155
N -0.28 0.11 -0.41 0.1435
C -1.15 0.11 0.43 -0.4351
N -1.23 -0.76 1.35 0.1344
C -0.22 -1.59 1.78 -0.5122
C 1.01 -1.73 0.99 -0.1582
C 1.56 -2.88 1.37 -0.2777
C 1.11 -3.46 2.54 -0.5131
S -0.32 -2.66 3.07 1.1339
C 1.89 -4.50 3.22 -0.1205
H 2.13 -4.54 4.17 0.0476
H 1.59 -5.49 2.68 0.1469
C 3.23 -4.27 2.26 -0.1592
H 3.64 -5.36 1.81 0.1330
H 4.17 -3.77 2.86 0.1314
C 3.04 -3.39 0.88 -0.0709
H 3.77 -2.70 0.75 0.0502
H 2.56 -4.01 0.06 0.1212
C -2.19 1.15 0.37 -0.0332
N -2.02 2.04 -0.75 -0.1208
C -1.92 1.69 -1.89 -0.3846
C -2.13 2.92 -2.91 -0.0954
C -0.84 3.90 -2.60 -0.2451
C -1.17 4.08 -1.32 -0.2890
C -0.90 3.04 -0.46 -0.1448
H -0.75 3.25 0.51 0.0984
H -0.05 2.46 -0.54 0.1031
H -1.71 4.78 -0.98 0.0534
H 0.00 4.94 -1.07 0.1983
H -1.12 4.71 -3.36 0.1300
H -0.01 3.23 -3.09 0.1574
H -3.05 3.44 -2.81 0.0745
H -1.98 2.52 -4.15 0.1674
H -2.76 0.99 -2.28 0.1687
H -1.21 1.18 -2.19 0.0233
H -2.55 1.48 1.11 0.0471
H -3.01 0.72 0.13 0.0885


[5]
22
Properties=species:S:1:pos:R:3:lowdin_charge:R:1 method="wB97M-V/def2-TZVPD" total_energy_ev=-11001.9667 gap_ev="7.0 / 7.6" relative_energy_kj_mol=558.3
C 0.96 0.83 -0.58 -0.4031
C 1.14 2.00 -1.48 -0.0310
C 1.99 -0.25 -0.52 -0.0325
C -0.34 0.24 1.29 -0.2018
C -1.30 -0.83 -0.18 -0.3877
N -1.02 -2.19 0.09 0.0438
C -0.28 0.03 2.59 0.0371
C -2.55 -0.41 -0.48 0.0035
O 0.34 1.14 0.58 -0.0232
H -0.44 -0.28 -0.81 0.1253
H -1.85 -2.75 0.25 0.0782
H -0.36 -2.32 0.84 0.0660
H 1.61 -1.13 -0.01 0.0708
H 2.30 -0.53 -1.53 0.0888
H 0.28 2.67 -1.43 0.0850
H 2.03 2.59 -1.21 0.0886
H 1.28 1.67 -2.51 0.0846
H 2.88 0.08 0.03 0.0936
H -0.95 -0.69 3.04 0.0557
H 0.41 0.57 3.24 0.0630
H -2.73 0.61 -0.80 0.0489
H -3.42 -1.06 -0.39 0.0465


[6]
68
Properties=species:S:1:pos:R:3:lowdin_charge:R:1 method="wB97M-V/def2-TZVPD" total_energy_ev=-265389.2738 gap_ev=8.9 relative_energy_kj_mol=73.1
C 0.49 1.01 -1.34 -0.0113
N -0.74 1.85 -1.52 -0.4427
O -0.64 3.02 -1.23 0.0567
O -1.76 1.32 -1.88 0.0748
H 0.87 1.18 -0.33 0.0812
H 1.16 1.48 -2.05 0.0928
H 0.23 -0.03 -1.45 0.0414
C -2.42 5.99 -2.23 -0.0646
C -3.31 4.96 -1.86 -0.0594
C -4.61 5.28 -1.55 -0.0039
C -5.07 6.59 -1.72 -0.1501
C -4.19 7.62 -1.95 -0.0012
C -2.85 7.30 -2.19 -0.0673
N -6.48 6.89 -1.43 -0.3650
O -7.25 5.95 -1.42 0.0769
O -6.79 8.04 -1.24 0.0808
H -1.46 5.74 -2.64 0.1057
H -2.91 3.96 -1.93 0.0820
H -5.32 4.52 -1.25 0.1176
H -4.55 8.65 -1.93 0.1168
H -2.16 8.11 -2.38 0.1037
C -3.00 -3.57 3.58 -0.0580
C -1.70 -3.93 3.17 -0.0704
C -0.79 -3.04 2.68 -0.0106
C -1.13 -1.67 2.69 -0.1619
C -2.43 -1.30 2.95 -0.0100
C -3.33 -2.23 3.49 -0.0651
N -0.14 -0.70 2.26 -0.3432
O 0.43 -0.89 1.20 0.0571
O 0.13 0.21 3.02 0.1075
H -3.69 -4.26 4.03 0.1080
H -1.42 -4.97 3.29 0.1123
H 0.21 -3.31 2.39 0.1264
H -2.68 -0.25 3.03 0.1258
H -4.24 -1.78 3.86 0.1105
C 3.75 -0.39 2.60 -0.0618
C 3.88 0.49 1.55 -0.0767
C 5.11 0.82 1.00 -0.0466
C 6.25 0.25 1.55 -0.1977
C 6.12 -0.62 2.64 -0.0078
C 4.89 -0.98 3.16 -0.0482
N 7.57 0.46 0.97 -0.3789
O 7.65 1.23 0.05 0.0630
O 8.50 -0.16 1.44 0.0815
H 2.75 -0.59 2.95 0.0891
H 3.02 1.08 1.25 0.1025
H 5.26 1.45 0.14 0.1153
H 7.01 -1.06 3.07 0.1167
H 4.91 -1.80 3.87 0.1075
C -2.67 -3.69 -0.42 -0.0707
C -1.61 -2.86 -0.68 -0.0694
C -0.49 -3.33 -1.37 0.0065
C -0.46 -4.66 -1.79 -0.1398
C -1.53 -5.49 -1.51 -0.0069
C -2.61 -5.05 -0.77 -0.0556
N 0.71 -5.21 -2.46 -0.3612
O 1.64 -4.46 -2.65 0.0426
O 0.70 -6.37 -2.78 0.0940
H -3.49 -3.30 0.16 0.1082
H -1.47 -1.81 -0.43 0.0930
H 0.39 -2.76 -1.63 0.0545
H -1.48 -6.52 -1.83 0.1202
H -3.43 -5.65 -0.43 0.1088
C 4.55 -1.22 -2.84 -1.5467
Br 5.88 -1.41 -1.43 0.6544
Br 2.77 -1.30 -2.05 0.6459
Br 4.74 -2.59 -4.19 0.5933
H 4.75 -0.23 -3.22 -0.0223